{
  "formula": "C15H11Cl32F3NS",
  "method": "the ωB97M-V functional and the def2-TZVPD basis",
  "homo_ha": -0.470,
  "lumo_energy_ev": -4.07,
  "e_above_lowest_kcal_mol": 52.4,
  "charge": 1,
  "homo_lumo_gap_ha": 0.320,
  "species": ["C", "Cl", "Cl", "C", "H", "Cl", "C", "Cl", "H", "Cl", "Cl", "Cl", "C", "H", "Cl", "C", "Cl", "F", "Cl", "H", "Cl", "Cl", "Cl", "Cl", "C", "Cl", "Cl", "Cl", "Cl", "H", "C", "H", "Cl", "C", "C", "Cl", "C", "Cl", "Cl", "F", "F", "Cl", "H", "N", "Cl", "Cl", "H", "C", "Cl", "Cl", "Cl", "H", "Cl", "C", "S", "C", "Cl", "C", "H", "Cl", "H", "C", "Cl"],
  "coordinates": [[3.1669, 1.4564, 4.9089], [-4.0990, -6.2594, 3.7717], [0.2661, 2.7741, -3.8420], [-4.4784, -4.9354, 4.8910], [0.2617, 1.1530, -1.5749], [1.3093, -3.5077, 2.5743], [5.7613, 5.0898, -6.1765], [-4.0221, 0.7406, -7.3198], [2.7812, 0.4488, -0.0698], [-3.1594, -4.7549, 6.0653], [-6.4493, 0.9029, -8.8964], [-0.9735, 3.3435, 10.8056], [-5.7673, 1.0631, -7.2663], [1.7020, -1.5311, -1.2781], [-0.7815, -1.9938, -4.3738], [-1.7266, 0.1899, 1.0662], [-3.4451, -1.6807, -5.4803], [4.8237, -1.1656, -0.2118], [4.3283, 2.4695, 4.0291], [-0.0724, -1.2486, 1.7862], [-1.1305, -1.5183, -7.2167], [-1.9036, -4.0638, -6.0669], [0.5424, 0.9091, -6.0415], [4.2329, 5.0260, -7.0802], [-0.4104, 3.2158, 9.1281], [2.8837, 2.1409, 6.5200], [6.9266, 6.0967, -7.0569], [2.4695, 3.0500, -5.7075], [1.6295, 1.4019, 4.0116], [-3.8829, -0.2700, 2.5666], [-0.1078, -4.1401, 3.4417], [-2.6769, 1.4107, -0.6762], [-5.9876, -5.3008, 5.7485], [-1.8170, -2.3149, -5.7850], [-0.5611, 0.4486, -1.1966], [-0.7112, -5.5858, 2.6120], [1.4266, 1.8927, -4.8601], [-6.5506, -0.1038, -6.1792], [-1.3797, -2.8956, 3.4705], [4.5500, -0.5043, 1.9088], [3.7745, -2.5247, 1.3171], [-6.0470, 2.7104, -6.6663], [-1.5838, 0.8839, 1.9667], [-0.5011, -0.6556, 1.0634], [2.4248, 0.8329, -3.8377], [-0.9997, 1.6975, 8.4190], [2.0934, -0.0487, 1.5349], [0.0948, -0.5031, -0.1151], [-1.0311, 4.5882, 8.1884], [5.4689, 5.7875, -4.5703], [0.3542, -4.5576, 5.1016], [-0.8865, -0.0937, -2.1421], [3.8162, -0.1872, 5.0674], [-1.6758, 1.1140, -0.2483], [-3.3883, -0.5864, 1.3010], [3.9176, -1.2183, 0.8655], [1.3650, 3.2322, 9.0967], [2.5597, -0.4705, 0.5785], [-1.1600, 2.0836, 0.0704], [6.4114, 3.4472, -5.9994], [1.2841, -2.3661, 0.2956], [1.4632, -1.3504, -0.1795], [-4.6698, -3.4230, 3.9766]]
}